(1)
# C42H54MnN4O2S3Si3

A molecular structure, C42H54MnN4O2S3Si3 (ωB97M-V/def2-TZVPD, OMol25).

The geometry in XYZ format:
```
109
Properties=species:S:1:pos:R:3:forces:R:3
Mn -0.208363 1.044966 0.326866 0.286 -0.449 -0.968
C 1.939470 -0.707270 2.635959 -0.008 -0.315 -0.053
Si 1.635472 0.999018 1.926706 0.026 0.562 0.528
C 3.356468 1.635215 1.454290 0.063 0.108 -0.323
C 1.266492 2.191761 3.354890 0.056 -0.052 0.227
C 1.929313 2.120782 4.587221 -0.056 0.051 0.004
C 1.741708 3.095220 5.557811 -0.010 -0.010 -0.086
C 0.893322 4.170697 5.304081 -0.027 -0.046 -0.092
C 0.232728 4.249685 4.085297 0.048 -0.090 0.045
C 0.401688 3.262010 3.105200 0.063 0.242 0.163
Si -0.555731 3.227901 1.476520 -0.181 -0.011 0.544
C -0.185930 4.846269 0.551035 0.196 0.087 -0.234
C -2.346318 3.508867 2.037772 -0.169 0.057 -0.033
H 2.749951 -0.641323 3.373545 -0.058 -0.057 -0.055
H 2.248161 -1.412422 1.853709 -0.031 0.045 0.122
H 1.039480 -1.092170 3.120706 0.095 0.007 -0.011
H 3.900004 1.797822 2.391319 0.000 -0.009 -0.065
H 3.295134 2.593923 0.925906 0.039 -0.090 0.098
H 3.938174 0.944994 0.837523 -0.009 0.111 0.051
H 2.603453 1.293017 4.795263 -0.038 0.034 0.000
H 2.257611 3.021712 6.508787 -0.015 0.002 0.001
H 0.742975 4.935180 6.058945 0.010 -0.014 -0.014
H -0.440862 5.084892 3.900840 0.049 -0.054 0.016
H -0.065592 5.655867 1.281326 -0.039 -0.026 -0.102
H -1.030988 5.105122 -0.100058 0.087 0.014 0.028
H 0.721283 4.801230 -0.062873 -0.088 0.032 0.075
H -2.461693 4.535820 2.410471 -0.022 -0.074 -0.003
H -2.593520 2.813306 2.842874 -0.010 0.043 -0.048
H -3.072236 3.351543 1.233641 0.039 0.032 0.077
C 1.335090 1.186708 -1.306138 0.067 -0.189 0.318
Si 1.381011 -0.289564 -2.350201 -0.122 -0.175 -0.207
C -0.435400 -0.804823 -2.562418 -0.121 -0.081 0.140
N -1.165771 -0.921854 -1.281186 0.120 -0.029 -0.113
C -2.624221 -0.882501 -1.491469 0.071 -0.003 0.004
C -3.199407 -2.165191 -2.091353 0.095 -0.039 0.052
C -2.790168 -3.399477 -1.251809 0.006 0.087 0.033
C -1.927501 -2.977286 -0.061552 -0.069 -0.062 -0.082
C -0.749786 -2.149107 -0.540526 -0.084 0.123 -0.092
C 2.421745 -1.727335 -1.714176 0.101 0.003 0.042
C 2.311721 -3.006223 -2.272827 0.033 0.002 0.009
C 3.114614 -4.053712 -1.845178 0.021 0.041 0.059
C 4.062762 -3.841453 -0.847499 -0.060 -0.002 -0.073
C 4.205333 -2.578164 -0.295698 -0.032 0.035 -0.031
C 3.392460 -1.535883 -0.731787 -0.056 -0.034 0.026
C 2.027463 -0.029542 -4.124621 0.023 -0.014 -0.084
C 1.345442 0.840610 -4.981233 0.017 -0.012 -0.062
C 1.796221 1.117292 -6.265437 0.010 -0.021 0.044
C 2.964584 0.525099 -6.729455 -0.001 -0.022 0.055
C 3.667200 -0.337558 -5.898852 -0.057 -0.001 0.077
C 3.202299 -0.609987 -4.613991 -0.035 0.051 -0.102
H 0.929180 2.014062 -1.908043 0.051 0.054 -0.019
H 2.332875 1.503488 -0.989456 -0.110 0.035 0.053
H -0.558583 -1.702246 -3.192195 0.005 0.009 0.026
H -0.891538 0.021811 -3.124235 -0.005 -0.021 -0.011
H -2.843964 -0.037865 -2.143636 0.022 0.040 -0.008
H -3.100297 -0.661153 -0.537164 -0.015 0.019 0.085
H -2.850013 -2.273591 -3.121835 -0.018 -0.005 0.012
H -4.285663 -2.062981 -2.141580 -0.010 -0.019 0.001
H -2.215772 -4.095222 -1.870727 -0.008 -0.015 0.002
H -3.670013 -3.941698 -0.900636 0.002 0.002 -0.010
H -1.547357 -3.852981 0.469392 -0.004 -0.002 0.011
H -2.520690 -2.408376 0.649983 -0.027 0.019 0.047
H -0.159597 -2.782019 -1.203276 0.136 -0.074 -0.139
H -0.102671 -1.882643 0.297672 0.045 0.078 0.088
H 1.591678 -3.187693 -3.066653 -0.007 0.009 0.051
H 3.001234 -5.037193 -2.285759 0.010 0.006 0.003
H 4.686977 -4.658909 -0.507505 -0.007 0.001 -0.005
H 4.944472 -2.400988 0.476997 -0.022 0.001 -0.005
H 3.507058 -0.553715 -0.290674 -0.014 -0.061 -0.017
H 0.438360 1.320279 -4.629268 -0.048 0.062 -0.005
H 1.241860 1.796071 -6.905147 0.008 -0.021 0.025
H 3.325606 0.737873 -7.729098 -0.009 -0.011 0.024
H 4.580447 -0.803595 -6.251869 -0.017 0.017 0.017
H 3.768915 -1.287152 -3.983276 -0.027 0.018 -0.019
S -3.952552 -4.680078 4.674916 0.107 0.071 0.038
C -2.990602 -3.418562 4.157263 0.224 -0.031 -0.036
S -3.606929 -2.094502 3.232415 -0.105 0.211 -0.145
C -1.993670 -1.412730 3.023267 -0.138 -0.183 -0.031
N -1.100067 -2.114207 3.634037 0.067 -0.158 0.080
N -1.655790 -3.214475 4.281645 0.128 0.077 0.110
C -0.707327 -4.015479 4.992522 -0.036 -0.008 -0.159
C -1.050035 -4.703975 6.147402 -0.052 0.004 0.123
C -0.091774 -5.474055 6.794629 0.005 0.020 -0.027
C 1.205423 -5.552267 6.308816 -0.072 0.015 -0.024
C 1.547099 -4.831476 5.171746 -0.016 0.011 0.019
C 0.599755 -4.064254 4.513336 -0.001 -0.042 -0.048
S -1.774475 0.043061 2.136020 -0.209 0.093 0.125
H -2.052379 -4.636224 6.543282 0.029 -0.029 -0.074
H -0.370777 -6.011686 7.692790 0.010 0.007 -0.020
H 1.943067 -6.166544 6.810887 -0.011 0.042 0.009
H 2.561284 -4.859649 4.792485 -0.026 -0.011 -0.014
H 0.864071 -3.492071 3.635907 0.000 -0.006 0.006
O -3.794442 2.391843 -1.015535 -0.203 -0.124 -0.006
C -2.782200 2.692729 -1.570222 0.271 0.200 0.143
O -1.601678 2.096376 -1.302241 -0.101 0.057 -0.331
C -2.669774 3.839777 -2.578861 0.029 -0.162 -0.147
N -1.457945 3.670177 -3.396183 -0.108 -0.134 -0.012
C -1.930046 3.079211 -4.660200 0.055 -0.019 0.104
C -3.276652 3.739199 -4.939007 -0.050 0.014 0.022
C -3.886279 3.893067 -3.536256 0.053 -0.012 0.017
H -2.589618 4.736377 -1.965922 0.049 0.074 0.037
H -0.947077 2.458908 -1.946067 -0.121 0.037 0.076
H -1.014559 4.561692 -3.569261 0.022 0.040 0.015
H -2.068834 2.003482 -4.510944 0.045 -0.017 0.023
H -1.191506 3.213582 -5.447145 0.051 0.006 -0.018
H -3.905256 3.145923 -5.603870 0.013 0.034 -0.002
H -3.118688 4.715444 -5.403681 -0.012 -0.003 0.006
H -4.570483 3.080787 -3.299007 -0.030 -0.021 0.005
H -4.439127 4.823339 -3.429178 -0.016 0.016 0.018
```
Forces are in eV/Å.

Maximum force (eV/Å): 1.10
Multiplicity: 5
Net charge: -1
LUMO level (alpha / beta) (hartree): 0.072 / 0.072
HOMO-LUMO gap (alpha / beta) (eV): 5.792 / 6.529
HOMO level (alpha / beta) (eV): -3.8 / -4.6
Calculated total energy (eV): -141948.4803

Atom charges from the Mulliken analysis, given in e for atoms 1 to 8: Mn 0.013; C -0.661; Si 1.460; C -1.591; C 0.259; C -0.626; C -0.683; C -0.720

=====

(2)
# C42H44AsFeN6OS

A molecular structure, C42H44AsFeN6OS (ωB97M-V/def2-TZVPD, OMol25).

The geometry in XYZ format:
```
96
Properties=species:S:1:pos:R:3:forces:R:3
Fe 0.725262 -0.692677 0.524511 0.313 -0.031 0.071
C 3.849508 -1.466584 0.540421 0.009 -0.047 0.022
C 3.596917 -1.886347 -0.900008 0.029 -0.015 -0.016
C 2.332888 -2.682115 -1.126197 0.048 -0.033 0.082
C 2.250181 -3.552088 -2.186483 -0.001 -0.045 0.026
C 0.922828 -3.882558 -2.644530 0.020 -0.003 0.002
C -0.137962 -3.688175 -1.848171 -0.034 -0.025 0.009
C 0.151755 -3.331252 -0.409543 0.079 -0.075 0.116
N 1.298221 -2.409568 -0.318547 -0.197 0.138 -0.252
N 3.035991 -0.336670 1.023058 -0.027 0.039 -0.086
C 3.416970 0.922253 0.392575 0.024 0.007 -0.024
C 2.366944 1.977876 0.612393 0.001 -0.003 0.013
C 2.616335 3.303284 0.265994 0.008 0.008 0.003
C 1.624260 4.239347 0.465932 -0.021 0.001 0.001
C 0.407670 3.830816 1.004519 0.008 0.008 -0.001
C 0.233786 2.492849 1.290050 0.015 -0.018 0.024
N 1.197780 1.582614 1.108452 -0.088 -0.007 -0.121
C 3.170700 -0.217925 2.471990 0.002 -0.012 0.005
C 2.229494 -1.113758 3.234634 0.062 -0.024 -0.010
C 2.536307 -1.521820 4.525448 0.015 -0.024 -0.004
C 1.628220 -2.305297 5.216358 -0.012 0.006 -0.010
C 0.451854 -2.675222 4.587022 0.010 -0.016 -0.009
C 0.225708 -2.234866 3.294635 -0.008 -0.032 0.010
N 1.090654 -1.457898 2.636066 -0.174 0.153 -0.033
H 4.913366 -1.207427 0.668819 0.003 -0.014 0.009
H 3.635114 -2.314938 1.195703 -0.012 0.008 0.011
H 4.439187 -2.510103 -1.210083 0.007 0.020 -0.026
H 3.594028 -1.020603 -1.568906 -0.046 0.015 0.023
H 3.114191 -3.716564 -2.816335 -0.001 0.002 -0.002
H 0.784951 -4.199391 -3.673697 -0.001 0.003 -0.001
H -1.163180 -3.801876 -2.176133 0.001 0.016 -0.009
H 0.433552 -4.258523 0.130744 0.024 0.006 -0.014
H 3.494901 0.791720 -0.689317 -0.006 -0.015 -0.017
H 4.390544 1.280025 0.764778 -0.002 -0.003 0.000
H 3.561827 3.563323 -0.190432 0.004 -0.002 0.008
H 1.786344 5.275201 0.194475 0.000 0.000 -0.002
H -0.398771 4.530559 1.175983 -0.001 -0.002 -0.002
H -0.710966 2.116446 1.662598 -0.027 -0.029 0.012
H 2.960301 0.812873 2.762824 -0.041 -0.006 0.007
H 4.203626 -0.431782 2.783887 0.005 0.032 -0.002
H 3.476930 -1.224750 4.971749 -0.001 -0.005 0.001
H 1.840586 -2.628249 6.227823 0.001 -0.004 0.000
H -0.288719 -3.290875 5.077286 0.003 0.001 0.007
H -0.670563 -2.507259 2.752191 -0.004 0.021 -0.003
C 5.342018 4.507833 -2.935087 -0.010 -0.007 -0.007
C 3.987174 4.048668 -3.399502 -0.010 -0.015 -0.005
C 3.227534 4.800854 -4.287458 0.020 0.026 0.002
C 1.988227 4.271763 -4.613000 -0.018 -0.030 0.009
N 1.533572 3.123764 -4.146482 0.036 0.013 -0.051
C 2.344690 2.426901 -3.302245 -0.021 0.008 0.145
S 1.806657 0.923373 -2.682201 0.046 -0.004 -0.101
N 3.560601 2.894204 -2.910013 0.029 0.007 0.005
H 5.631759 5.447993 -3.403868 0.003 0.003 0.006
H 6.087802 3.746633 -3.165349 0.000 0.001 0.003
H 5.338418 4.639301 -1.851511 0.010 0.007 0.004
H 3.575345 5.741052 -4.692277 0.000 0.000 0.000
H 1.324502 4.807200 -5.288973 0.000 0.004 -0.001
C -1.022325 -2.720752 0.246645 -0.135 -0.225 -0.198
C -2.067989 -2.252605 0.656840 0.090 0.077 0.242
C -3.295249 -1.730643 1.130685 -0.044 -0.016 -0.177
C -3.304018 -0.947850 2.348576 -0.023 0.017 0.041
C -4.396847 -0.919505 3.245930 0.018 -0.020 -0.006
C -4.347151 -0.221532 4.439012 -0.001 0.009 0.006
C -3.210050 0.487870 4.816489 -0.009 -0.004 -0.018
C -2.124929 0.487417 3.947658 0.033 0.017 0.001
C -2.176751 -0.195699 2.745032 -0.042 -0.011 -0.018
C -4.466319 -1.998956 0.327894 0.038 -0.013 0.116
C -5.664966 -1.253013 0.424429 -0.046 -0.022 0.002
C -6.750376 -1.500005 -0.397824 0.021 0.008 0.009
C -6.709367 -2.492271 -1.371602 -0.017 0.000 -0.022
C -5.533248 -3.223501 -1.504659 0.008 0.014 0.003
C -4.444676 -2.987760 -0.684797 -0.003 -0.013 -0.037
H -5.280798 -1.499152 3.014361 0.000 -0.005 -0.006
H -5.207436 -0.249151 5.099546 0.000 0.001 0.000
H -3.173541 1.025572 5.755538 0.000 -0.001 0.001
H -1.225102 1.035755 4.210700 0.015 0.011 -0.026
H -1.337971 -0.151497 2.061280 0.041 -0.015 -0.001
H -5.727378 -0.441445 1.137213 -0.005 -0.002 0.006
H -7.642501 -0.892503 -0.285091 0.000 0.002 0.001
H -7.561482 -2.682090 -2.012056 0.001 0.000 0.000
H -5.462783 -3.998479 -2.260681 0.002 0.000 0.001
H -3.543815 -3.575205 -0.813492 -0.006 0.000 0.005
C -1.036582 2.650509 -2.213732 0.048 -0.061 -0.042
As -1.391724 0.793713 -1.869317 -0.478 -0.234 0.016
C -3.279458 0.724213 -1.485245 0.092 0.001 -0.057
C -1.165627 -0.362870 -3.385113 0.075 0.056 0.012
O -0.694203 0.225662 -0.476725 0.226 0.358 0.337
H -0.938927 2.800727 -3.287401 0.021 0.033 0.020
H -0.088546 2.907423 -1.750598 0.000 -0.003 0.007
H -1.855999 3.236647 -1.797613 -0.003 0.009 -0.008
H -3.863938 1.103423 -2.324621 0.004 -0.005 -0.009
H -3.472824 1.321330 -0.594564 -0.005 -0.006 0.012
H -3.548524 -0.310843 -1.271079 0.012 0.074 -0.043
H -0.924677 0.235107 -4.261247 0.014 -0.016 -0.003
H -2.090701 -0.923722 -3.516412 -0.005 -0.001 -0.004
H -0.339023 -1.035885 -3.170528 -0.010 -0.024 0.006
```
Forces are in eV/Å.

Maximum force (eV/Å): 0.54
Multiplicity: 5
Net charge: -1
LUMO level (alpha / beta) (hartree): 0.083 / 0.083
HOMO-LUMO gap (alpha / beta) (eV): 4.892 / 4.909
HOMO level (alpha / beta) (eV): -2.6 / -2.6
Calculated total energy (eV): -161317.9543

Atom charges from the Mulliken analysis, given in e for atoms 1 to 8: Fe 0.894; C -1.092; C -1.303; C 0.470; C -1.160; C -0.299; C -0.871; C 1.170